Entry 1:
The following is a DFT calculation (the ωB97M-V functional and the def2-TZVPD basis) of 8 unconnected molecules or ions with the total composition C27H64N8O7.

CARTESIAN COORDINATES (ANGSTROEM)
C 20.6371 -0.0692 -6.3557
C 20.4434 0.9152 -5.1889
N 19.0416 1.0763 -4.8140
C 18.5078 -0.1644 -4.2101
C 17.0343 -0.0422 -3.8547
C 18.8920 2.2601 -3.9821
C 19.5406 2.2382 -2.5666
H 20.6897 -1.1069 -6.0133
H 21.6480 0.0367 -6.7624
H 19.8969 0.0114 -7.1507
H 21.0100 0.4548 -4.3676
H 20.8914 1.8632 -5.4690
H 18.7297 -0.9362 -4.9451
H 19.1188 -0.3761 -3.3196
H 16.5655 0.2944 -4.7857
H 16.5944 -1.0141 -3.6397
H 16.8301 0.6907 -3.0801
H 17.8341 2.3086 -3.7131
H 19.0990 3.1681 -4.5453
H 20.2198 1.4001 -2.3882
H 18.8615 2.3620 -1.7226
H 20.2129 3.0908 -2.4053
C 23.2294 -1.5571 -4.5701
C 23.4979 -0.2635 -3.8213
O 22.7842 -0.0143 -2.8452
N 24.4837 0.5266 -4.2304
C 24.9249 1.7481 -3.6138
H 23.7222 -2.4036 -4.0893
H 23.4000 -1.5454 -5.6445
H 22.1668 -1.7556 -4.4268
H 25.0553 0.1572 -4.9747
H 26.0136 1.6741 -3.5543
H 24.5098 1.9208 -2.6252
H 24.7182 2.6518 -4.1933
C 16.1191 0.6698 -0.6078
C 16.0715 0.0132 0.7352
O 17.0082 0.1057 1.5122
N 14.9850 -0.7531 1.0006
C 14.7720 -1.6264 2.1491
H 17.0608 0.3839 -1.0758
H 16.0619 1.7461 -0.4601
H 15.3409 0.3037 -1.2795
H 14.1225 -0.5985 0.5056
H 15.6561 -1.7727 2.7613
H 14.3087 -2.5673 1.8637
H 14.0719 -1.0803 2.7919
C 21.4892 2.0177 -0.0317
C 20.5315 0.8525 0.0453
O 19.5023 1.0106 0.7096
N 20.8033 -0.2350 -0.6789
C 20.0148 -1.4279 -0.4692
H 22.0888 1.9267 -0.9522
H 22.0970 2.1671 0.8580
H 21.0386 2.9953 -0.2209
H 21.6484 -0.3245 -1.2220
H 20.4864 -2.1557 0.1947
H 19.8592 -2.0398 -1.3683
H 18.9926 -1.1950 -0.1832
C 23.4994 0.0434 -9.7238
C 23.6301 -0.9871 -8.6179
O 24.0639 -0.6663 -7.5220
N 23.1798 -2.2456 -8.9031
C 23.1890 -3.2835 -7.8936
H 23.6485 1.0588 -9.3722
H 22.5201 -0.0243 -10.2005
H 24.2775 -0.1581 -10.4638
H 22.4804 -2.3857 -9.6118
H 23.2373 -4.2637 -8.3591
H 22.5079 -3.1174 -7.0572
H 24.1499 -3.2483 -7.3626
C 17.2431 1.5559 -8.1359
C 18.2474 2.6714 -8.3401
O 18.3681 3.1888 -9.4460
N 19.1366 2.8786 -7.3469
C 20.3032 3.7399 -7.5926
H 16.3449 1.7781 -8.7089
H 16.8874 1.4980 -7.1021
H 17.7043 0.6095 -8.4107
H 19.0731 2.3509 -6.4761
H 21.0879 3.3690 -6.9362
H 20.0911 4.7612 -7.2774
H 20.5574 3.6857 -8.6447
C 14.1614 -0.4265 -6.7680
C 14.7390 -1.5996 -6.0252
O 14.3333 -1.8492 -4.9028
N 15.8006 -2.1941 -6.6046
C 16.5378 -3.2950 -6.0091
H 14.5848 -0.2811 -7.7603
H 14.2709 0.4952 -6.1906
H 13.0722 -0.4964 -6.7645
H 16.1546 -1.7813 -7.4469
H 15.9938 -4.2179 -5.8507
H 17.0549 -2.9127 -5.1244
H 17.3939 -3.4548 -6.6708
C 17.0982 3.3112 1.6754
C 17.7683 4.2636 0.7175
O 17.0909 5.0270 0.0275
N 19.0992 4.1914 0.6261
C 19.8805 5.0601 -0.2483
H 16.0219 3.1914 1.5746
H 17.1102 3.7628 2.6732
H 17.6231 2.3641 1.5337
H 19.5859 3.4713 1.1328
H 19.9626 6.0344 0.2301
H 19.3625 5.1844 -1.1981
H 20.8441 4.6104 -0.4699

Relative energy (zero: lowest compared OMol25 entry of this formula, charge and spin), kcal per mole: 44.3
Kohn-Sham gap, eV: 8.83
E_LUMO, eV: 0.136
SMILES string: CCN(CC)CC.CNC(C)=O.CNC(C)=O.CNC(C)=O.CNC(C)=O.CNC(C)=O.CNC(C)=O.CNC(C)=O

Mulliken population analysis, charges in e, atoms 1 to 99:
1. C -1.3655
2. C -0.0558
3. N 0.2119
4. C 0.0956
5. C -0.7038
6. C -1.2879
7. C 0.1916
8. H 0.3074
9. H 0.3280
10. H 0.1238
11. H -0.1327
12. H 0.4371
13. H 0.6234
14. H -0.1971
15. H -0.3887
16. H 0.7123
17. H -0.1699
18. H 0.5037
19. H 0.4319
20. H -0.2318
21. H 0.0700
22. H 0.2057
23. C -0.3764
24. C 0.4306
25. O -0.6943
26. N -0.0749
27. C -0.9770
28. H 0.5054
29. H -0.3134
30. H 0.1977
31. H 0.2474
32. H 0.3663
33. H 0.2935
34. H 0.2903
35. C 0.2620
36. C 0.2874
37. O -0.6136
38. N -0.2423
39. C -0.9681
40. H -0.5954
41. H 0.2116
42. H 0.4663
43. H 0.2586
44. H 0.3159
45. H 0.3075
46. H 0.3339
47. C 0.0398
48. C 0.6199
49. O -0.5781
50. N 0.2838
51. C -0.9576
52. H -0.0574
53. H 0.4010
54. H -0.7048
55. H 0.1190
56. H 0.3863
57. H 0.2666
58. H 0.1679
59. C -1.3015
60. C 0.6769
61. O -0.5891
62. N -0.1723
63. C -0.8331
64. H 0.2879
65. H 0.3969
66. H 0.3902
67. H 0.2517
68. H 0.3919
69. H 0.1975
70. H 0.3003
71. C -0.6782
72. C 0.4534
73. O -0.6982
74. N -0.0809
75. C -1.0708
76. H 0.4228
77. H 0.1617
78. H 0.1623
79. H 0.4930
80. H 0.3276
81. H 0.2834
82. H 0.4106
83. C -1.1064
84. C 0.7928
85. O -0.6486
86. N -0.1185
87. C -0.8214
88. H 0.3056
89. H 0.2693
90. H 0.3511
91. H 0.2230
92. H 0.2803
93. H 0.1798
94. H 0.3646
95. C -0.8669
96. C 0.7933
97. O -0.7172
98. N -0.0933
99. C -1.0194

Entry 2:
The following is a DFT calculation (the ωB97M-V functional and the def2-TZVPD basis) of 14 unconnected molecules or ions with the total composition C27H66BF3N14O32S.

CARTESIAN COORDINATES (ANGSTROEM)
C -2.0971 2.2802 0.8884
C -2.2919 0.7714 1.1110
C -2.5443 -0.0164 -0.1833
C -1.2381 -0.4380 -0.8720
C -1.3324 -0.5314 -2.4073
C -0.2012 0.2078 -3.1497
C 0.1857 -0.4628 -4.4785
C 1.4274 -1.3823 -4.4669
B 1.3157 -2.3995 -3.2176
N 0.8788 -3.7723 -3.4322
O 1.5466 -1.9583 -1.9439
O 1.3150 -2.2110 -5.6948
S 1.8248 -1.4037 -6.9465
O 2.7093 -2.2771 -7.6473
O 0.7670 -0.7742 -7.6575
O 2.6129 -0.2909 -6.1610
C 2.7983 -0.7235 -4.7347
C 3.1591 0.5424 -3.9683
C 2.5123 1.8565 -4.4115
O 2.9351 2.8814 -3.5278
C 3.9680 -1.7251 -4.7969
C 4.5697 -2.2532 -3.4899
C 5.5945 -1.3892 -2.7912
F 6.3114 -0.6387 -3.6270
F 6.4683 -2.1550 -2.1127
F 5.0484 -0.5682 -1.8809
H -2.5284 2.5917 -0.0665
H -2.5891 2.8513 1.6727
H -1.0437 2.5617 0.8668
H -1.3896 0.3587 1.5718
H -3.1191 0.5989 1.8021
H -3.1313 0.6127 -0.8605
H -3.1490 -0.8961 0.0475
H -0.4507 0.2673 -0.5948
H -0.9692 -1.4233 -0.4940
H -2.2879 -0.1340 -2.7564
H -1.3031 -1.5827 -2.7163
H 0.6508 0.3354 -2.4840
H -0.5429 1.2177 -3.3867
H 0.3125 0.2924 -5.2544
H -0.6307 -1.1032 -4.8174
H 0.1557 -4.0050 -2.7546
H 1.6508 -4.4207 -3.3093
H 2.1403 -1.2049 -1.8505
H 2.9145 0.4059 -2.9130
H 4.2348 0.6858 -4.0642
H 1.4276 1.8339 -4.3525
H 2.8042 2.0979 -5.4352
H 3.7814 3.2107 -3.8565
H 3.6549 -2.6052 -5.3554
H 4.7499 -1.2453 -5.3868
H 5.0916 -3.1803 -3.7316
H 3.8202 -2.5119 -2.7411
C -3.1060 1.6917 5.5311
N -3.3456 2.5021 4.3081
O -2.4550 3.2232 3.9088
O -4.4325 2.3926 3.7696
H -2.1045 1.9025 5.8783
H -3.8486 1.9798 6.2675
H -3.2287 0.6490 5.2537
C -2.0431 -6.8482 -3.7206
N -1.1766 -6.3388 -2.6244
O -1.5652 -5.3769 -1.9895
O -0.1243 -6.9111 -2.4332
H -2.9313 -6.2302 -3.7616
H -1.4637 -6.7846 -4.6368
H -2.2795 -7.8823 -3.4888
C -0.1225 1.1757 9.1638
N -1.4584 1.2161 8.5155
O -1.9918 2.2937 8.3478
O -1.9515 0.1524 8.1801
H 0.1838 2.1886 9.3971
H -0.2264 0.5687 10.0598
H 0.5570 0.7035 8.4597
C 6.7699 3.4017 -6.7238
N 5.9310 3.6832 -5.5280
O 5.6387 4.8292 -5.2831
O 5.5854 2.7193 -4.8622
H 6.9935 4.3449 -7.2069
H 7.6683 2.9018 -6.3745
H 6.1966 2.7422 -7.3684
C 2.6560 5.7883 9.7012
N 1.6714 4.7998 10.2217
O 1.7662 3.6483 9.8367
O 0.8378 5.2086 10.9965
H 3.3290 5.2744 9.0263
H 2.0912 6.5653 9.1953
H 3.1793 6.2000 10.5587
C 7.5850 -2.2739 0.6664
N 8.2428 -1.8114 1.9205
O 7.7471 -0.8728 2.5080
O 9.2378 -2.4126 2.2689
H 6.7208 -1.6479 0.4848
H 8.3136 -2.1890 -0.1333
H 7.3073 -3.3131 0.8148
C 0.8573 -4.5950 0.8378
N -0.3375 -3.9669 1.4661
O -0.3320 -2.7609 1.6138
O -1.2405 -4.7082 1.7918
H 1.5651 -3.8083 0.6039
H 1.2594 -5.3050 1.5544
H 0.5150 -5.1104 -0.0547
C -3.9554 -0.4566 10.8688
N -2.9187 0.2501 11.6723
O -3.2179 1.2992 12.1983
O -1.8219 -0.2770 11.7491
H -4.8617 0.1328 10.8912
H -3.5600 -0.5485 9.8607
H -4.1011 -1.4334 11.3174
C 1.0773 -2.2211 -10.4289
N 0.5080 -2.2690 -11.8039
O -0.2807 -3.1542 -12.0658
O 0.8764 -1.4098 -12.5790
H 0.6619 -3.0433 -9.8595
H 2.1549 -2.3094 -10.5241
H 0.8103 -1.2644 -9.9947
C -5.1825 5.3336 2.9877
N -5.3904 6.1392 1.7540
O -4.4794 6.8308 1.3566
O -6.4795 6.0467 1.2163
H -4.1754 5.5151 3.3436
H -5.9323 5.6544 3.7051
H -5.3251 4.2910 2.7269
C 5.0996 -4.4045 -7.5722
N 6.0252 -4.6977 -6.4449
O 7.1801 -4.9552 -6.6949
O 5.5475 -4.6414 -5.3236
H 5.6502 -4.4692 -8.5028
H 4.2921 -5.1289 -7.5290
H 4.7065 -3.4071 -7.4017
C -8.4472 -2.4350 9.5999
N -7.3982 -1.4184 9.8867
O -6.7017 -1.5773 10.8699
O -7.3061 -0.4899 9.1127
H -8.4043 -3.1927 10.3725
H -9.4011 -1.9169 9.5937
H -8.2349 -2.8455 8.6175
C -9.1279 7.2005 0.1697
N -10.5066 7.7540 0.0706
O -10.8247 8.3154 -0.9573
O -11.2270 7.6042 1.0370
H -8.6074 7.4084 -0.7566
H -8.6433 7.6793 1.0136
H -9.2165 6.1340 0.3488

Kohn-Sham gap, eV: 10.08
E_LUMO, eV: -0.502

Mulliken population analysis, charges in e, atoms 1 to 99:
1. C -0.8973
2. C -0.4608
3. C -0.7419
4. C -0.1164
5. C -0.7551
6. C -0.7495
7. C -2.2808
8. C 1.9070
9. B 0.0133
10. N -0.1728
11. O -0.9321
12. O -0.5865
13. S 1.4710
14. O -0.6357
15. O -0.7306
16. O -0.5633
17. C 1.7541
18. C -0.3128
19. C -1.1486
20. O -0.6075
21. C -1.9347
22. C -0.5440
23. C 0.7972
24. F -0.2904
25. F -0.2989
26. F -0.2843
27. H 0.3346
28. H 0.0347
29. H 0.2930
30. H 0.2711
31. H 0.3998
32. H 0.4575
33. H 0.3542
34. H 0.3415
35. H -0.3613
36. H 0.6494
37. H 0.2240
38. H 0.2226
39. H 0.6707
40. H 0.5999
41. H 0.6500
42. H -0.0418
43. H 0.1659
44. H 0.3861
45. H -0.4720
46. H 0.9117
47. H 0.3382
48. H 0.3239
49. H 0.3999
50. H 0.5985
51. H 1.0030
52. H 0.3796
53. H 0.0646
54. C -0.9143
55. N 0.9550
56. O -0.5361
57. O -0.5351
58. H 0.3231
59. H 0.3480
60. H 0.3191
61. C -0.8072
62. N 0.8972
63. O -0.4977
64. O -0.5127
65. H 0.3176
66. H 0.3026
67. H 0.2963
68. C -0.5469
69. N 0.9253
70. O -0.5301
71. O -0.5535
72. H 0.2117
73. H 0.2489
74. H 0.2789
75. C -0.7687
76. N 0.8210
77. O -0.5058
78. O -0.4703
79. H 0.3169
80. H 0.3007
81. H 0.2758
82. C -0.6919
83. N 0.8452
84. O -0.5476
85. O -0.5045
86. H 0.3091
87. H 0.2840
88. H 0.2743
89. C -0.6719
90. N 0.8930
91. O -0.5255
92. O -0.5438
93. H 0.2614
94. H 0.2969
95. H 0.2765
96. C -0.4838
97. N 0.9253
98. O -0.5252
99. O -0.5560

In order of appearance, molar mass = 612.86, 1198.76 g/mol.